Record 1
Below is C3H4P2 in the gas phase in a non-equilibrium geometry, with properties calculated with wB97M-V/def2-TZVPD.

```
9
Properties=species:S:1:pos:R:3:forces:R:3
P 0.592940 0.005254 1.866684 0.1 -0.4 -2.8
C -0.771339 0.048213 0.640864 0.7 -0.3 -1.1
C -0.273563 -0.815023 -0.472905 0.1 1.9 0.6
P -0.004473 0.420394 -1.737240 -0.9 1.4 -1.1
C 0.631961 0.396158 -0.086082 -2.0 -1.5 3.3
H 0.489257 1.333489 2.186980 -0.1 1.1 0.6
H -1.772675 0.524316 0.623582 1.0 0.2 0.1
H 0.048096 -1.793541 -0.540832 0.5 -2.0 0.4
H 1.059796 -0.119260 -2.481051 0.5 -0.4 0.0
```
Forces are in eV/Å.

Computed properties:
Maximum force = 4.2 eV/Å
Total charge = 0
HOMO = -8.6 eV
E_LUMO = 0.110 eV
Kohn-Sham gap = 8.674 eV
Structure (SMILES) = P1[C@@H]2[C@H]3PC123

=====

Record 2
Below is C3H4P2 in the gas phase in a non-equilibrium geometry, with properties calculated with wB97M-V/def2-TZVPD.

```
9
Properties=species:S:1:pos:R:3:forces:R:3
P 1.659638 -0.487731 -0.068054 0.7 -0.7 0.8
C 0.399402 0.682813 -0.510475 -0.6 -0.1 0.1
C -0.576692 0.698000 0.660684 -0.6 0.4 0.9
P -1.816388 -0.411150 -0.217970 0.2 0.3 -0.2
C -0.104495 -0.672013 0.266133 0.5 1.8 -0.3
H 1.676523 -1.208086 -1.303007 0.1 0.1 0.0
H 0.213284 0.746250 -1.604968 -0.7 0.3 1.0
H -0.814793 1.287533 1.718121 1.3 -1.6 -3.0
H -2.242886 -1.025313 0.943136 -0.9 -0.5 0.7
```
Forces are in eV/Å.

Computed properties:
Maximum force = 3.6 eV/Å
Total charge = 0
HOMO = -8.4 eV
E_LUMO = 0.761 eV
Kohn-Sham gap = 9.207 eV
Structure (SMILES) = P1[C@@H]2[C@H]3PC123

=====

Record 3
Below is C3H4P2 in the gas phase in a non-equilibrium geometry, with properties calculated with wB97M-V/def2-TZVPD.

```
9
Properties=species:S:1:pos:R:3:forces:R:3
C -1.068433 0.820817 -1.475165 -0.1 -2.3 3.0
C -0.511737 -0.269508 -0.853968 -0.7 0.0 -0.6
P -0.539805 -1.713154 0.259044 0.5 2.5 -0.4
P 0.467758 -3.391309 1.064149 -0.4 -0.8 -1.0
C 0.982049 -1.721157 1.441570 1.3 1.6 -1.0
H -0.724233 1.172438 -2.426819 0.5 0.0 -0.3
H -1.920261 1.403713 -1.021571 0.9 -0.8 -0.4
H 1.997718 -1.342958 0.903888 -2.5 -0.6 1.6
H 0.746439 -1.399602 2.477260 0.5 0.3 -0.9
```
Forces are in eV/Å.

Computed properties:
Maximum force = 3.7 eV/Å
Total charge = 0
HOMO (spin up / spin down) = -7.6 / -7.7 eV
E_LUMO (spin up / spin down) = -1.256 / -0.959 eV
Kohn-Sham gap (spin up / spin down) = 6.310 / 6.772 eV
Structure (SMILES) = C=C=P1=PC1

=====

Record 4
Below is 2 unconnected molecules or ions with the total composition C3H4S in a non-equilibrium geometry, with properties calculated with wB97M-V/def2-TZVPD.

```
8
Properties=species:S:1:pos:R:3:forces:R:3
C 1.001293 -0.657857 -0.206677 -0.5 -0.2 -0.1
C 2.334075 -0.755592 0.229112 -0.7 1.9 0.3
C 1.695213 0.432234 0.355294 1.4 -2.4 -0.4
H 3.267814 -1.255925 0.380365 0.1 -0.4 -0.1
H 1.844775 1.435517 0.632768 -0.3 1.0 0.3
S -3.253585 -0.201106 0.167487 0.5 0.0 -0.4
H -2.100979 0.400411 0.531960 -0.2 -0.2 -0.1
H -2.698929 -0.610604 -1.003317 -0.2 0.1 0.4
```
Forces are in eV/Å.

Computed properties:
Maximum force = 2.8 eV/Å
Total charge = 0
HOMO = -9.1 eV
E_LUMO = 0.833 eV
Kohn-Sham gap = 9.944 eV
Structure (SMILES) = C1=CC=1.S

=====

Record 5
Below is C3H4S in the gas phase in a non-equilibrium geometry, with properties calculated with wB97M-V/def2-TZVPD.

```
8
Properties=species:S:1:pos:R:3:forces:R:3
C -0.653354 1.146835 0.005136 1.5 0.7 -0.2
C 0.515156 0.563875 0.069526 2.1 -3.6 0.5
C 1.009010 -0.925189 0.179401 -1.8 2.8 -3.5
S 2.247998 0.345592 -0.100873 -0.6 0.7 0.1
H -0.557354 2.215879 -0.169757 -1.3 -0.1 0.0
H -1.459253 0.440301 0.084635 -0.8 0.7 0.1
H 0.946123 -1.387396 1.097695 0.0 -1.1 1.7
H 0.638698 -1.404892 -0.763438 0.8 -0.2 1.2
```
Forces are in eV/Å.

Computed properties:
Maximum force = 4.8 eV/Å
Total charge = 0
HOMO = -8.9 eV
E_LUMO = 0.897 eV
Kohn-Sham gap = 9.771 eV
Structure (SMILES) = C=C1CS1

=====

Record 6
Below is C3H4S in the gas phase in a non-equilibrium geometry, with properties calculated with wB97M-V/def2-TZVPD.

```
8
Properties=species:S:1:pos:R:3:forces:R:3
C -1.754412 -0.721264 -0.017840 -0.8 3.5 0.3
C -1.247207 0.553880 0.031395 -0.8 -2.1 -0.2
C 0.187244 0.823210 -0.038207 0.2 -1.6 0.5
S 1.402831 -0.297736 0.009158 -1.0 1.3 -0.1
H -2.814827 -0.914448 -0.028539 -0.2 0.3 0.1
H -1.172669 -1.571337 -0.003007 1.6 -1.5 -0.2
H -1.903379 1.434400 0.094073 0.2 -0.6 -0.2
H 0.331832 1.880205 -0.061141 0.9 0.7 -0.1
```
Forces are in eV/Å.

Computed properties:
Maximum force = 3.6 eV/Å
Total charge = 0
HOMO = -8.8 eV
E_LUMO = -0.994 eV
Kohn-Sham gap = 7.815 eV
Structure (SMILES) = C=CC=S

=====

Record 7
Below is a molecular structure, C3H4S in a non-equilibrium geometry, with properties calculated with wB97M-V/def2-TZVPD.

```
8
Properties=species:S:1:pos:R:3:forces:R:3
C 0.335819 -0.587731 0.475266 -2.0 0.5 -3.1
C 0.538232 -0.761491 -1.004026 1.7 -2.2 -2.7
C -0.493784 0.743055 -0.074738 -1.6 0.0 6.5
S -0.518500 0.437816 -1.746129 1.1 -1.8 -0.7
H -0.069523 -1.557592 0.809315 -0.5 0.7 0.1
H 1.356117 -0.490827 0.854728 -0.3 0.4 0.4
H 0.392999 1.228381 0.303998 -0.8 2.4 -0.4
H -1.541360 0.988389 0.381586 2.3 0.0 -0.3
```
Forces are in eV/Å.

Computed properties:
Maximum force = 6.7 eV/Å
Total charge = 0
HOMO = -7.5 eV
E_LUMO = 0.068 eV
Kohn-Sham gap = 7.569 eV

=====

Record 8
Below is C3H4S in the gas phase in a non-equilibrium geometry, with properties calculated with wB97M-V/def2-TZVPD.

```
8
Properties=species:S:1:pos:R:3:forces:R:3
C -0.605960 -1.156812 -0.013333 3.6 0.7 -0.3
C 0.510824 -0.375545 0.071436 -2.9 -1.4 0.3
C 0.944799 0.973047 -0.012266 2.3 1.0 3.5
S 2.255629 -0.418534 -0.008326 -0.7 0.2 -0.5
H -0.337752 -2.173768 -0.177959 -0.3 -0.9 0.2
H -1.623165 -0.899235 -0.149273 -0.6 0.8 0.2
H 0.759553 1.487189 -0.897701 0.0 0.9 -1.4
H 1.264218 1.608756 0.929390 -1.4 -1.3 -2.0
```
Forces are in eV/Å.

Computed properties:
Maximum force = 4.3 eV/Å
Total charge = 0
HOMO = -8.6 eV
E_LUMO = 0.774 eV
Kohn-Sham gap = 9.386 eV
Structure (SMILES) = C=C1CS1

=====

Record 9
Below is a molecular structure, C3H4S2 in a non-equilibrium geometry, with properties calculated with wB97M-V/def2-TZVPD.

```
9
Properties=species:S:1:pos:R:3:forces:R:3
C 1.350924 -0.133179 -0.463901 0.7 -2.9 -1.0
C 0.068911 0.445791 -0.125418 1.3 3.3 0.8
C -1.207190 -0.131469 0.408766 0.7 -1.4 0.7
S 0.552358 2.051761 -0.127263 -2.1 0.2 0.6
S 1.773247 -1.670115 -0.124142 0.0 0.2 0.2
H 2.071627 0.521500 -0.997042 -0.7 -0.6 0.4
H -1.871292 0.587165 0.971029 1.1 -0.9 -0.6
H -1.018142 -1.163776 0.908985 0.0 2.0 -0.2
H -1.720444 -0.507678 -0.451013 -0.8 0.1 -0.9
```
Forces are in eV/Å.

Computed properties:
Maximum force = 3.6 eV/Å
Total charge = 0
HOMO (spin up / spin down) = -8.9 / -8.9 eV
E_LUMO (spin up / spin down) = -1.752 / -1.753 eV
Kohn-Sham gap (spin up / spin down) = 7.188 / 7.189 eV

=====

Record 10
Below is a molecular structure, C3H4S2 in a non-equilibrium geometry, with properties calculated with wB97M-V/def2-TZVPD.

```
9
Properties=species:S:1:pos:R:3:forces:R:3
C 1.450981 -0.069135 1.026203 -5.5 -3.5 -1.4
C -1.127707 0.433176 -0.898144 0.4 -2.3 -2.3
C -0.186865 -0.337780 -0.106614 4.0 -1.0 1.9
S 1.272659 -1.389837 -0.360859 -1.2 2.0 1.7
S -1.841314 -0.671650 0.406377 0.3 0.4 -0.3
H 1.864412 0.807052 0.687951 1.1 1.9 -0.3
H 0.953551 -0.269729 2.032646 1.3 0.2 -1.5
H -1.143539 1.479101 -0.807768 -0.4 1.2 0.3
H -1.242180 0.018800 -1.979790 0.0 1.0 2.0
```
Forces are in eV/Å.

Computed properties:
Maximum force = 6.6 eV/Å
Total charge = 0
HOMO = -8.4 eV
E_LUMO = 0.548 eV
Kohn-Sham gap = 8.942 eV

=====

Record 11
Below is C3H4S2 in the gas phase in a non-equilibrium geometry, with properties calculated with wB97M-V/def2-TZVPD.

```
9
Properties=species:S:1:pos:R:3:forces:R:3
C -1.142115 -0.058796 0.545488 -0.8 0.0 -1.1
C 0.367274 0.101459 0.289234 0.3 -0.6 -1.0
S 1.436785 1.598044 -0.040424 -0.7 -0.8 -0.1
C 1.203918 0.046504 -0.935106 -0.2 -0.6 2.4
S 1.643008 -1.227184 0.348026 -0.5 0.9 -0.1
H -1.477788 -1.171658 0.178174 0.7 3.0 0.8
H -1.624009 0.828873 0.000673 0.4 -1.7 0.0
H -1.560192 0.179046 1.565250 1.2 -0.8 -0.6
H 1.153117 -0.296288 -1.951319 -0.5 0.5 -0.2
```
Forces are in eV/Å.

Computed properties:
Maximum force = 3.2 eV/Å
Total charge = 0
HOMO = -8.7 eV
E_LUMO = 0.354 eV
Kohn-Sham gap = 9.007 eV
Structure (SMILES) = C[C@]12S[C@H]1S2

=====

Record 12
Below is C3H4S2 in the gas phase in a non-equilibrium geometry, with properties calculated with wB97M-V/def2-TZVPD.

```
9
Properties=species:S:1:pos:R:3:forces:R:3
S -2.302425 -0.582933 1.617233 1.3 1.2 -2.3
C -1.298772 0.006196 0.376516 -0.9 -2.3 3.4
C 0.126472 -0.118900 0.532989 1.1 2.1 -4.5
C 1.143200 0.001275 -0.842788 -4.2 0.8 2.4
S 0.876593 1.496234 0.051584 0.6 -0.3 0.5
H -1.592103 0.461942 -0.510786 -1.1 0.8 -1.4
H 0.424895 -0.621332 1.370226 1.3 -1.1 1.9
H 1.987387 -0.565288 -0.826009 2.5 -1.2 0.7
H 0.634751 -0.077194 -1.768965 -0.6 0.0 -0.7
```
Forces are in eV/Å.

Computed properties:
Maximum force = 5.0 eV/Å
Total charge = 0
HOMO = -8.8 eV
E_LUMO = -0.638 eV
Kohn-Sham gap = 8.196 eV
Structure (SMILES) = S=C[C@H]1CS1

=====

- Among the records above, which one has the highest maximum force?
  number 7

=====

Copy entry 1 word for word.
Below is C3H4P2 in the gas phase in a non-equilibrium geometry, with properties calculated with wB97M-V/def2-TZVPD.

```
9
Properties=species:S:1:pos:R:3:forces:R:3
P 0.592940 0.005254 1.866684 0.1 -0.4 -2.8
C -0.771339 0.048213 0.640864 0.7 -0.3 -1.1
C -0.273563 -0.815023 -0.472905 0.1 1.9 0.6
P -0.004473 0.420394 -1.737240 -0.9 1.4 -1.1
C 0.631961 0.396158 -0.086082 -2.0 -1.5 3.3
H 0.489257 1.333489 2.186980 -0.1 1.1 0.6
H -1.772675 0.524316 0.623582 1.0 0.2 0.1
H 0.048096 -1.793541 -0.540832 0.5 -2.0 0.4
H 1.059796 -0.119260 -2.481051 0.5 -0.4 0.0
```
Forces are in eV/Å.

Computed properties:
Maximum force = 4.2 eV/Å
Total charge = 0
HOMO = -8.6 eV
E_LUMO = 0.110 eV
Kohn-Sham gap = 8.674 eV
Structure (SMILES) = P1[C@@H]2[C@H]3PC123